*one*
2 unconnected molecules or ions with the total composition C6H13P. Source: OMol25; level of theory: wB97M-V/def2-TZVPD.

ORCA input file:
```
! wB97M-V def2-TZVPD RIJCOSX def2/J DEFGRID3
* xyz 0 1
P 1.2322 0.0891 -0.0965
C 0.1893 2.0044 -0.5680
C 0.8203 -2.7091 -0.4053
C 2.6711 0.9490 0.6757
C 1.6244 -1.5581 0.0470
C -2.9237 0.3639 -0.3573
C -2.8950 -0.3016 0.7787
H 3.2601 1.4362 -0.0956
H 2.3345 1.7050 1.3793
H 0.9019 2.5839 -1.1341
H -2.5593 -0.0662 -1.2752
H -3.2601 0.1231 1.6997
H -2.5021 -1.3011 0.8367
H -0.7055 1.7799 -1.1245
H -0.0230 2.4110 0.4091
H 3.2765 0.2076 1.1823
H -0.0209 -2.8937 0.2617
H 1.4629 -3.5909 -0.3805
H 0.4314 -2.5985 -1.4179
H -3.3151 1.3661 -0.4155
*
```

Summary:
- HOMO energy (spin up / spin down): -7.81 / -7.81 eV
- SMILES string: CC#P(C)C.C=C
- Gap between HOMO and LUMO (spin up / spin down): 7.901 / 7.898 eV
- LUMO level (spin up / spin down): 0.0033 / 0.0033 Ha

*two*
A molecular structure, C6H13P. Source: OMol25; level of theory: wB97M-V/def2-TZVPD.

ORCA input file:
```
! wB97M-V def2-TZVPD RIJCOSX def2/J DEFGRID3
* xyz 0 1
P 0.1093 0.6447 -2.3581
C 0.5443 -0.6503 1.8075
C -1.1697 0.9755 0.6988
C 0.4030 -0.4657 -0.7839
C 1.0737 1.9471 -1.9707
C -0.7253 -2.0833 -0.7037
C 0.1267 0.1837 0.5674
H -1.0669 1.9225 0.2539
H -1.4643 1.1101 1.7287
H -2.1367 0.6384 0.2823
H 1.5312 2.0138 -1.0385
H -0.0826 -2.9147 -0.9418
H 0.9131 0.1528 2.4898
H -1.5895 -1.9186 -1.2648
H 1.4502 -0.8360 -0.8332
H -0.2405 -1.2484 2.3127
H -0.9007 -1.8862 0.3315
H 1.0121 2.7493 -2.7628
H 1.3327 -1.3801 1.4388
H 0.8800 1.0455 0.7461
*
```

Summary:
- HOMO energy: -9.43 eV
- Gap between HOMO and LUMO: 9.814 eV
- LUMO level: 0.0143 Ha

*three*
2 unconnected molecules or ions with the total composition C6H13P. Source: OMol25; level of theory: wB97M-V/def2-TZVPD.

ORCA input file:
```
! wB97M-V def2-TZVPD RIJCOSX def2/J DEFGRID3
* xyz 0 1
P -1.1538 2.5716 -0.0502
C 1.6534 -1.6715 -1.8786
C -0.0451 -0.5530 -0.2246
C 1.2655 -0.3258 0.5487
C -1.2669 -1.3538 0.0559
C -1.1663 2.5724 1.7877
C 1.1698 -0.4813 -1.0308
H -2.1167 -1.2979 -0.6247
H 1.4869 0.6656 0.9371
H 1.7774 -1.0735 1.0925
H -1.2955 1.5566 2.3116
H -1.9528 3.2744 2.1067
H -0.2455 2.7765 2.3229
H 0.7342 -2.2457 -2.1653
H -0.8070 -2.3407 -0.2517
H -2.5073 2.5379 -0.2530
H 1.4147 0.4269 -1.6225
H 2.3241 -2.3585 -1.3314
H 2.2402 -1.2831 -2.7589
H -1.5093 -1.3972 1.0287
*
```

Summary:
- HOMO energy (spin up / spin down): -7.20 / -7.88 eV
- Gap between HOMO and LUMO (spin up / spin down): 6.773 / 8.686 eV
- LUMO level (spin up / spin down): -0.0157 / 0.0296 Ha

Best to worst by energy: *two*, *one*, *three*.

*one*
A molecular structure, C11H19ClIrN6O10P2. Source: OMol25; level of theory: wB97M-V/def2-TZVPD.

ORCA input file:
```
! wB97M-V def2-TZVPD RIJCOSX def2/J DEFGRID3
* xyz 2 2
Ir 0.2773 -0.5002 0.0947
Cl 2.8638 -0.0231 0.7533
P -2.1173 1.4437 -0.2277
P -2.9509 -1.3495 0.1796
O 3.4967 1.1978 1.0386
O -1.4075 -1.5247 0.0321
O -0.8307 1.0115 -0.8974
O -3.6006 -1.2056 1.4942
O 3.6671 -1.1496 0.9573
O -1.7954 1.0842 1.3001
O -2.7638 2.7683 -0.2885
O 2.1988 0.0037 -0.5678
O 1.5613 -0.1271 1.6175
O -3.5431 -2.5173 -0.7162
N 3.8668 5.5088 -0.5508
N 1.9983 5.7493 0.7269
N -4.6880 0.6775 -0.3086
N 1.0589 -2.3540 0.2181
N 1.2611 3.1095 0.0424
N 2.4091 -6.2545 0.2740
C -3.3423 0.1739 -0.7854
C 1.4397 -2.9661 -0.9191
C 1.1061 -3.0488 1.3712
C 1.5428 -4.3412 1.4322
C 0.9126 5.2094 1.1868
C -3.3395 0.0124 -2.2991
C 1.8909 -4.2546 -0.9448
C 2.3516 3.6402 -0.4517
C 2.7532 4.9808 -0.0941
C 0.5341 3.8631 0.8609
C 1.9638 -4.9916 0.2550
H -4.8665 0.2822 0.6284
H -4.1095 -0.6943 -2.6115
H 1.3797 -2.3826 -1.8279
H 2.4652 -6.7738 1.1325
H 2.1889 -4.6947 -1.8861
H 0.2873 5.8088 1.8385
H -0.3685 3.4302 1.2742
H -2.4245 1.3047 1.9965
H -4.6468 1.7079 -0.2612
H 4.4910 5.0082 -1.1686
H -2.3783 -0.3811 -2.6225
H 2.7130 -6.7127 -0.5670
H 0.7828 -2.5288 2.2617
H -3.4982 0.9698 -2.7984
H -5.4464 0.3986 -0.9331
H 4.1091 6.4548 -0.2743
H 1.5639 -4.8512 2.3851
H 2.9503 3.0518 -1.1396
H -3.9675 -3.2240 -0.2106
*
```

Summary:
- HOMO energy (spin up / spin down): -13.93 / -13.93 eV
- Gap between HOMO and LUMO (spin up / spin down): 7.345 / 4.731 eV
- <S²>: 0.7793
- LUMO level (spin up / spin down): -0.2420 / -0.3381 Ha

*two*
A molecular structure, C11H19ClIrN6O10P2. Source: OMol25; level of theory: wB97M-V/def2-TZVPD.

ORCA input file:
```
! wB97M-V def2-TZVPD RIJCOSX def2/J DEFGRID3
* xyz 2 2
Ir -0.1017 0.2003 -0.1624
Cl -2.2343 -1.7787 0.9983
P 2.8131 -0.8296 0.5964
P 1.1895 -2.6020 -1.1567
O 0.0500 -3.6467 -0.9820
O 0.6470 -1.2214 -1.5181
O 1.7514 0.1787 0.9726
O 2.3701 -3.1314 -1.8630
O -1.8444 -1.6722 -0.4260
O -1.3775 -0.7552 1.6461
O 3.9886 -1.1432 1.4343
O 3.1801 -0.4990 -0.9027
O -3.5952 -1.4538 1.1655
O -1.8906 -3.0667 1.4807
N 3.9374 3.5466 -1.5775
N 2.4293 4.3351 -0.0300
N 0.7752 2.2282 -0.4556
N -6.0018 0.7848 -0.3101
N -1.9149 1.2959 -0.3417
N 3.0921 -3.5726 0.6651
C -2.6443 1.5375 0.7855
C 0.4279 3.1683 0.4241
C -4.6934 1.0178 -0.3425
C 2.7797 3.4068 -0.9186
C 1.1019 -2.7282 1.8387
C 1.2908 4.2363 0.6275
C -3.9947 1.4287 0.8214
C 1.9706 -2.5565 0.6417
C 1.9072 2.3108 -1.1323
C -2.5889 0.9990 -1.4871
C -3.9417 0.8694 -1.5312
H 2.1605 1.5291 -1.8333
H -0.5148 3.0955 0.9412
H 1.7184 -2.8290 2.7395
H 3.8579 -1.0474 -1.3249
H -4.4339 0.6401 -2.4659
H 2.8462 -4.4281 1.1693
H 4.5200 4.3429 -1.3764
H -1.9930 0.8764 -2.3820
H 3.9008 -3.1227 1.1199
H -6.5079 0.8306 0.5587
H -6.4842 0.4428 -1.1244
H 3.3065 -3.8014 -0.3242
H 4.2447 2.8834 -2.2649
H -0.8521 -3.2713 -0.8929
H -4.5276 1.6184 1.7428
H 0.4644 -3.6156 1.7608
H 0.4592 -1.8656 1.9826
H -2.0971 1.8176 1.6749
H 1.0533 5.0172 1.3385
*
```

Summary:
- HOMO energy (spin up / spin down): -14.46 / -14.45 eV
- Gap between HOMO and LUMO (spin up / spin down): 5.747 / 3.205 eV
- <S²>: 0.7574
- LUMO level (spin up / spin down): -0.3201 / -0.4133 Ha

Best to worst by energy: *one*, *two*.

*one*
2 unconnected molecules or ions with the total composition C2H8N2. Source: OMol25; level of theory: wB97M-V/def2-TZVPD.

ORCA input file:
```
! wB97M-V def2-TZVPD RIJCOSX def2/J DEFGRID3
* xyz 0 1
N 0.3252 2.2358 -2.9052
N -0.6331 -1.0071 0.8722
C 0.4202 -1.9493 1.4894
C -0.4535 0.2471 1.0246
H -0.0884 -2.6409 2.1312
H 0.7940 1.3395 -2.8299
H 0.5109 0.6705 0.7899
H 0.8496 2.8892 -2.3254
H -0.5289 2.2512 -2.3541
H 1.3221 -1.4768 1.8878
H -1.1942 0.9505 1.4672
H 0.7537 -2.4938 0.6042
*
```

Summary:
- HOMO energy: -8.76 eV
- SMILES string: C=NC.N
- Gap between HOMO and LUMO: 9.340 eV
- LUMO level: 0.0214 Ha

*two*
2 unconnected molecules or ions with the total composition C2H8N2. Source: OMol25; level of theory: wB97M-V/def2-TZVPD.

ORCA input file:
```
! wB97M-V def2-TZVPD RIJCOSX def2/J DEFGRID3
* xyz 0 1
N 0.2173 0.5538 1.7168
N 2.0659 1.1550 0.4756
C -1.1206 -1.5285 -1.4813
C 0.8471 1.3550 0.8242
H 0.7323 -0.2340 2.0758
H -1.0900 -1.7524 -0.4212
H -0.3925 -0.7434 -1.6698
H -0.7278 0.7008 2.0020
H -2.1048 -1.1941 -1.8086
H 2.3036 1.9909 -0.0297
H -0.9175 -2.4138 -2.0801
H 0.1872 2.1106 0.3964
*
```

Summary:
- HOMO energy: -9.18 eV
- SMILES string: [H]/N=C/N.C
- Gap between HOMO and LUMO: 10.134 eV
- LUMO level: 0.0350 Ha

*three*
2 unconnected molecules or ions with the total composition C2H8N2. Source: OMol25; level of theory: wB97M-V/def2-TZVPD.

ORCA input file:
```
! wB97M-V def2-TZVPD RIJCOSX def2/J DEFGRID3
* xyz 0 1
N -1.1769 -0.3548 -1.2370
N 1.0989 -1.3277 1.5832
C -0.3024 1.6274 -0.1259
C -0.1463 0.5210 -0.8499
H -1.2925 2.0299 0.0103
H -0.9723 -1.3005 -0.9427
H 0.8224 0.2099 -1.2408
H 0.3573 -0.7707 1.1742
H -2.0500 -0.0435 -0.8277
H 0.5008 2.3531 -0.0744
H 1.2277 -2.1794 1.0548
H 1.9332 -0.7646 1.4758
*
```

Summary:
- HOMO energy: -8.93 eV
- SMILES string: C=CN.N
- Gap between HOMO and LUMO: 9.905 eV
- LUMO level: 0.0358 Ha

Best to worst by energy: *two*, *three*, *one*.

*one*
C3H4O in the gas phase. Source: OMol25; level of theory: wB97M-V/def2-TZVPD.

ORCA input file:
```
! wB97M-V def2-TZVPD RIJCOSX def2/J DEFGRID3
* xyz 0 1
O -1.1327 1.8219 0.0010
C -0.9801 0.7208 -0.3657
C -0.2289 -0.5634 -0.3791
C 0.8454 -0.1394 0.4830
H 0.0395 -0.8245 -1.4000
H 1.6345 0.4721 0.0922
H 0.7024 -0.1477 1.5456
H -0.8801 -1.3398 0.0230
*
```

Summary:
- HOMO energy (spin up / spin down): -7.53 / -7.01 eV
- Gap between HOMO and LUMO (spin up / spin down): 8.054 / 7.386 eV
- LUMO level (spin up / spin down): 0.0192 / 0.0140 Ha

*two*
2 unconnected molecules or ions with the total composition C3H4O. Source: OMol25; level of theory: wB97M-V/def2-TZVPD.

ORCA input file:
```
! wB97M-V def2-TZVPD RIJCOSX def2/J DEFGRID3
* xyz 0 1
O 0.1966 -1.1070 2.7801
C -0.2836 0.0447 -1.4221
C 0.2255 0.9856 -0.6367
C -0.0077 -1.6734 3.7407
H 1.2601 0.7312 -0.3187
H -1.3086 0.0317 -1.8696
H 0.2243 -0.9132 -1.7723
H -0.3065 1.9002 -0.5014
*
```

Summary:
- HOMO energy: -10.19 eV
- Gap between HOMO and LUMO: 11.460 eV
- LUMO level: 0.0465 Ha

*three*
A molecular structure, C3H4O. Source: OMol25; level of theory: wB97M-V/def2-TZVPD.

ORCA input file:
```
! wB97M-V def2-TZVPD RIJCOSX def2/J DEFGRID3
* xyz 0 1
O -1.8101 0.7485 0.1247
C 0.7431 0.1815 0.0907
C -0.4782 -0.5181 0.1985
C 1.7623 0.8134 0.0316
H -0.7175 -0.9120 1.1739
H 2.6776 1.3154 -0.0774
H -0.7413 -1.1439 -0.6393
H -1.5947 1.2177 -0.6854
*
```

Summary:
- HOMO energy: -10.29 eV
- Gap between HOMO and LUMO: 10.705 eV
- LUMO level: 0.0154 Ha

*four*
C3H4O in the gas phase. Source: OMol25; level of theory: wB97M-V/def2-TZVPD.

ORCA input file:
```
! wB97M-V def2-TZVPD RIJCOSX def2/J DEFGRID3
* xyz 0 1
O 2.2366 0.1075 -0.0171
C -0.1823 -0.6851 0.0061
C 1.0670 0.0706 0.0655
C -0.5062 0.7954 0.0138
H -0.9766 0.8924 0.9717
H -0.5133 -1.2108 -0.9415
H -0.6641 1.3585 -0.9518
H -0.4610 -1.3285 0.8532
*
```

Summary:
- HOMO energy: -8.60 eV
- SMILES string: O=C1CC1
- Gap between HOMO and LUMO: 9.504 eV
- LUMO level: 0.0331 Ha

Best to worst by energy: *two*, *four*, *three*, *one*.

*one*
C3H4O in the gas phase. Source: OMol25; level of theory: wB97M-V/def2-TZVPD.

ORCA input file:
```
! wB97M-V def2-TZVPD RIJCOSX def2/J DEFGRID3
* xyz 0 1
O -1.0020 1.2504 -0.2796
C 1.5992 -0.5529 0.3810
C 0.7635 -0.3680 -0.4737
C -0.6756 -0.0987 -0.1100
H -1.3255 -0.8024 -0.6328
H 2.1043 -0.6414 1.3076
H -0.6965 1.4993 -1.1586
H -0.7675 -0.2864 0.9662
*
```

Summary:
- HOMO energy: -10.03 eV
- SMILES string: C#CCO
- Gap between HOMO and LUMO: 10.377 eV
- LUMO level: 0.0129 Ha

*two*
C3H4O in the gas phase. Source: OMol25; level of theory: wB97M-V/def2-TZVPD.

ORCA input file:
```
! wB97M-V def2-TZVPD RIJCOSX def2/J DEFGRID3
* xyz 0 1
O -1.3877 -0.6015 -0.1301
C 1.4998 -0.4547 0.0450
C -0.8368 0.4545 0.1318
C 0.5864 0.5863 -0.0751
H 1.1056 1.5877 -0.4286
H -1.3415 1.3717 0.5350
H 1.2695 -1.5334 0.4345
H 2.5719 -0.1302 -0.1100
*
```

Summary:
- HOMO energy: -10.05 eV
- SMILES string: C=CC=O
- Gap between HOMO and LUMO: 10.062 eV
- LUMO level: 0.0006 Ha

Best to worst by energy: *two*, *one*.

*one*
C19H30N4O4S in the gas phase. Source: OMol25; level of theory: wB97M-V/def2-TZVPD.

ORCA input file:
```
! wB97M-V def2-TZVPD RIJCOSX def2/J DEFGRID3
* xyz 0 1
S -2.0485 -4.8342 4.3581
O -2.8778 -3.9340 5.1124
O 0.5669 -1.8526 4.6690
O -2.2872 -6.2545 4.4058
O 2.2011 3.1549 -3.4504
N -0.2920 3.9319 -3.7772
N 1.7080 1.2058 -2.4089
N -0.0508 -1.6256 2.5032
N 1.4653 -0.4042 0.3888
C -0.0544 2.8344 -2.9947
C -1.5897 4.3186 -3.6899
C 1.4593 0.1447 1.7389
C -3.6587 3.5076 -2.3845
C 0.2743 -3.8836 3.4454
C -0.5261 -4.4573 2.2644
C -2.1168 5.4826 -4.4574
C -1.9977 -4.3253 2.6349
C 2.8097 -0.5781 -0.1588
C -2.2241 3.4603 -2.8133
C 0.1654 -0.1906 2.4700
C -1.2515 2.5317 -2.3710
C 1.3612 2.4030 -2.9598
C 3.1166 0.8918 -2.2357
C 0.7571 0.2115 -1.9532
C 0.4846 0.2826 -0.4551
C 3.4887 0.6499 -0.7768
C 0.2748 -2.3556 3.6007
C -0.3049 -4.5322 4.7063
H 0.2138 0.1597 3.4981
H -0.0223 -2.0842 1.6073
H 3.3546 -0.0047 -2.8215
H 0.1396 -5.5045 4.9065
H -0.5058 -0.1457 -0.2636
H -0.2969 -3.9877 1.3080
H 1.1372 -0.7768 -2.2245
H 1.3288 -4.1548 3.3556
H 0.4608 4.3866 -4.2696
H -2.6616 -4.9845 2.0809
H -3.9992 2.5213 -2.0690
H -0.2739 -5.5146 2.1583
H 2.7913 -1.3790 -0.9055
H -1.4362 1.7479 -1.6559
H 0.4194 1.3484 -0.1844
H 3.6834 1.7205 -2.6491
H 2.2872 -0.2931 2.2989
H -0.1711 0.3425 -2.5024
H -0.2255 -3.8830 5.5743
H -2.0077 5.3356 -5.5337
H -0.6904 0.2872 1.9908
H -1.5974 6.4054 -4.1914
H -3.8102 4.1903 -1.5453
H 3.2776 1.5444 -0.1837
H 1.5939 1.2391 1.7409
H 4.5704 0.4955 -0.7390
H -4.3125 3.8325 -3.1946
H -3.1741 5.6249 -4.2437
H -2.3485 -3.2956 2.5864
H 3.4224 -0.9570 0.6596
*
```

Summary:
- HOMO energy: -8.25 eV
- SMILES string: Cc1cc(C(=O)N2CCCN(CCNC(=O)[C@@H]3CCS(=O)(=O)C3)CC2)[nH]c1C
- Gap between HOMO and LUMO: 8.527 eV
- LUMO level: 0.0103 Ha

*two*
C19H30N4O4S in the gas phase. Source: OMol25; level of theory: wB97M-V/def2-TZVPD.

ORCA input file:
```
! wB97M-V def2-TZVPD RIJCOSX def2/J DEFGRID3
* xyz 0 1
S -4.9012 -4.7066 1.8307
O -5.8396 -4.9616 0.7646
O -2.8835 -1.2784 2.7937
O -4.3970 -5.7962 2.6199
O 4.4612 0.4894 -0.1091
N 2.8203 -0.1769 -1.5089
N 4.0792 3.0556 -0.3726
N -2.5396 -0.4979 0.6929
N 0.0414 -0.8620 -0.5735
C 2.1660 -2.2405 -0.3067
C -1.3883 0.3122 1.0454
C -5.4809 -2.1934 1.8696
C 0.7004 -2.1491 -0.7519
C -5.5440 -3.3793 2.8235
C 2.5976 4.3802 -1.3362
C -4.1587 -2.2844 1.0457
C -3.1356 -1.3061 1.6004
C 1.8372 5.5919 -1.7803
C -3.5777 -3.7084 1.1661
C 3.5252 0.7840 -0.8521
C 1.6338 0.0554 -2.3091
C 3.1489 -1.5750 -1.2599
C 2.2663 3.0349 -1.6257
C 0.3688 0.2379 -1.4789
C 3.2064 2.2208 -1.0173
C -0.0887 -0.4499 0.8156
C 4.5159 5.4681 0.0575
C 3.7333 4.3547 -0.5504
H -4.8807 -3.2584 3.6794
H -0.1055 -1.3439 1.4431
H 1.5294 -0.8017 -2.9758
H 4.8506 2.6790 0.1562
H 5.5812 5.3705 -0.1585
H -2.7624 -3.7507 1.8875
H 4.3961 5.4987 1.1426
H 4.1577 -1.6177 -0.8604
H -4.3732 -2.0614 0.0011
H 4.1801 6.4245 -0.3385
H -2.6516 -0.7231 -0.2817
H -1.4108 1.2261 0.4490
H -1.4826 0.5888 2.0936
H 2.2726 -1.7966 0.6868
H -6.5478 -3.6459 3.1472
H 2.5009 6.4357 -1.9726
H 2.4379 -3.2956 -0.2112
H 3.1393 -2.0923 -2.2247
H -5.5166 -1.2573 2.4232
H -6.3298 -2.2299 1.1896
H 1.2945 5.3888 -2.7038
H -0.4577 0.4412 -2.1736
H 0.7550 0.1703 1.1542
H -3.2703 -4.1470 0.2194
H 1.4172 2.7359 -2.2151
H 1.1076 5.9140 -1.0339
H 0.6076 -2.4566 -1.7977
H 1.7742 0.9189 -2.9576
H 0.4995 1.1440 -0.8812
H 0.1203 -2.8778 -0.1794
*
```

Summary:
- HOMO energy: -8.23 eV
- SMILES string: Cc1cc(C(=O)N2CCCN(CCNC(=O)[C@@H]3CCS(=O)(=O)C3)CC2)[nH]c1C
- Gap between HOMO and LUMO: 8.669 eV
- LUMO level: 0.0160 Ha

Best to worst by energy: *two*, *one*.